The following is a DFT calculation (the ωB97M-V functional and the def2-TZVPD basis) of a molecular structure, C4H5AgLiO2 at a distorted geometry.

Summary:
highest occupied orbital energy	-10.941	eV
charge	+1
frontier orbital gap	0.1796	hartree

Positions of all 13 atoms, in Å:
1 H -2.5067 -0.4426 0.7895
2 C -1.5213 -0.3631 0.1081
3 C -0.6968 0.8735 0.3125
4 C 0.6503 0.9975 0.3071
5 C 1.5462 -0.1075 0.0526
6 O 2.7517 -0.0508 0.2998
7 Ag 5.2153 -1.2323 0.2171
8 H -0.8866 -1.2359 0.3817
9 H -1.2868 1.7702 0.5301
10 H 1.1184 1.9689 0.4832
11 H 1.1315 -1.0314 -0.3887
12 O -1.9992 -0.4162 -1.1563
13 Li -3.5162 -0.7302 -1.9368

Cartesian forces, eV/Å:
H 2.5 0.6 -0.2
C -1.7 -1.2 1.2
C -0.1 0.7 0.7
C -0.5 0.2 -0.1
C -0.1 -0.4 0.0
O 0.9 -0.2 -0.1
Ag -1.0 0.4 0.0
H -0.3 0.1 -0.1
H 0.3 -0.1 -0.3
H -0.1 -0.3 0.0
H 0.0 0.2 0.1
O -0.6 -0.1 -1.5
Li 0.7 0.2 0.2

---

The following is a DFT calculation (the ωB97M-V functional and the def2-TZVPD basis) of 2 unconnected molecules or ions with the total composition CH2F2N2O at a distorted geometry.

Summary:
highest occupied orbital energy (alpha / beta)	-8.881 / -8.008	eV
frontier orbital gap (alpha / beta)	0.3242 / 0.2912	hartree

Positions of all 8 atoms, in Å:
1 C 0.3525 -0.7951 0.0865
2 N 1.3783 -0.0148 -0.0039
3 N -1.3081 0.7790 -0.4466
4 O -0.0556 -1.8617 0.3223
5 F -2.3972 -0.0233 -0.6501
6 F -1.5373 1.3412 0.7991
7 H 1.2517 0.9485 -0.2717
8 H 2.3157 -0.3737 0.1644

Cartesian forces, eV/Å:
C -3.2 1.0 -0.4
N 1.2 0.2 0.0
N 2.1 -1.1 -0.2
O 0.6 0.1 0.0
F -0.2 -0.2 0.2
F -0.2 0.0 0.4
H -0.1 -0.1 0.0
H -0.2 0.1 0.0

---

The following is a DFT calculation (the ωB97M-V functional and the def2-TZVPD basis) of 11 unconnected molecules or ions with the total composition C66H44O22 at a distorted geometry.

Summary:
SMILES	O=C1C=CC(=O)C=C1.O=C1C=CC(=O)C=C1.O=C1C=CC(=O)C=C1.O=C1C=CC(=O)C=C1.O=C1C=CC(=O)C=C1.O=C1C=CC(=O)C=C1.O=C1C=CC(=O)C=C1.O=C1C=CC(=O)C=C1.O=C1C=CC(=O)C=C1.O=C1C=CC(=O)C=C1.O=C1C=CC(=O)C=C1
highest occupied orbital energy	-9.894	eV
frontier orbital gap	0.2900	hartree

Positions of all 132 atoms, in Å:
1 O 6.6437 -1.6772 1.4034
2 C 6.2498 -1.2658 0.3523
3 C 6.2300 0.1375 0.0343
4 C 5.7367 0.4891 -1.1558
5 C 5.3583 -0.5608 -2.1764
6 O 4.9526 -0.2580 -3.2944
7 C 5.4373 -1.9536 -1.8659
8 C 5.9494 -2.3210 -0.7053
9 H 6.5258 0.8949 0.7038
10 H 5.7507 1.5178 -1.5329
11 H 5.2212 -2.6667 -2.6100
12 H 6.0834 -3.3064 -0.3386
13 O 1.2592 3.1788 -4.0696
14 C 1.2527 2.4447 -5.0706
15 C 0.0113 2.2373 -5.8320
16 C -0.0103 1.4554 -6.9083
17 C 1.1769 0.8003 -7.3934
18 O 1.0968 0.1473 -8.4204
19 C 2.4656 0.8852 -6.6070
20 C 2.4364 1.5768 -5.4474
21 H -0.8078 2.7916 -5.4599
22 H -0.9411 1.2309 -7.4053
23 H 3.4101 0.3506 -6.9255
24 H 3.3660 1.6969 -4.9476
25 O 6.1858 3.7760 1.7857
26 C 5.0167 3.6862 1.4545
27 C 3.9837 3.5395 2.5088
28 C 2.7066 3.3528 2.0829
29 C 2.2185 3.4176 0.6600
30 O 1.0588 3.2224 0.3494
31 C 3.3506 3.5807 -0.3793
32 C 4.6175 3.6794 0.0300
33 H 4.1825 3.7091 3.5817
34 H 1.9034 3.2103 2.7769
35 H 2.9975 3.5926 -1.3929
36 H 5.3881 3.8562 -0.7176
37 O -3.4969 4.5213 1.3282
38 C -3.5736 3.6486 2.1898
39 C -2.4801 2.6149 2.3232
40 C -2.8135 1.3927 2.7764
41 C -4.1784 0.9602 3.2791
42 O -4.3510 -0.1740 3.6623
43 C -5.2179 2.0363 3.1623
44 C -4.9268 3.2807 2.8258
45 H -1.4801 2.7608 1.9179
46 H -1.9347 0.6942 2.8203
47 H -6.1853 1.7092 3.4585
48 H -5.6786 3.9757 2.7571
49 O -3.3907 0.0368 -3.4475
50 C -2.8575 -0.9375 -3.9351
51 C -2.4642 -2.1408 -3.1897
52 C -1.6197 -3.0345 -3.6830
53 C -1.1163 -2.8725 -5.0820
54 O -0.3208 -3.7017 -5.5661
55 C -1.5792 -1.6958 -5.8452
56 C -2.3763 -0.7804 -5.3450
57 H -2.7401 -2.2297 -2.1843
58 H -1.2720 -3.9196 -3.1746
59 H -1.2405 -1.6002 -6.9298
60 H -2.7011 0.0968 -5.9060
61 O 2.9462 -3.1982 0.8001
62 C 1.8372 -3.3597 0.3112
63 C 0.5480 -3.0655 1.0179
64 C -0.6092 -3.6041 0.6208
65 C -0.6981 -4.2926 -0.6238
66 O -1.7611 -4.6194 -1.1252
67 C 0.5388 -4.4071 -1.4370
68 C 1.7321 -4.1142 -0.9930
69 H 0.5947 -2.4773 1.9280
70 H -1.4876 -3.4651 1.2160
71 H 0.4187 -4.8930 -2.3953
72 H 2.6261 -4.4157 -1.5292
73 O -3.9138 -4.1648 1.0737
74 C -4.3315 -3.2140 0.4690
75 C -5.1688 -3.3580 -0.7398
76 C -5.6601 -2.3221 -1.3813
77 C -5.3972 -0.9152 -0.8785
78 O -5.9393 -0.0300 -1.4562
79 C -4.4327 -0.7108 0.2544
80 C -3.8972 -1.8187 0.8618
81 H -5.4252 -4.3706 -1.0388
82 H -6.3545 -2.3563 -2.1999
83 H -4.2620 0.2813 0.6020
84 H -3.1393 -1.7042 1.6144
85 O 0.4977 -0.3173 -3.5049
86 C 0.5206 -0.1124 -2.3136
87 C 1.7789 -0.3965 -1.4512
88 C 1.7295 -0.2992 -0.1238
89 C 0.4260 0.1374 0.5375
90 O 0.3331 0.2890 1.7523
91 C -0.7701 0.4661 -0.2456
92 C -0.6768 0.3257 -1.5813
93 H 2.7102 -0.8112 -1.9765
94 H 2.6114 -0.4318 0.4804
95 H -1.6866 0.7482 0.2374
96 H -1.5725 0.4625 -2.2091
97 O -1.5324 -1.9490 3.5621
98 C -1.4622 -1.8923 4.7875
99 C -1.9399 -3.0649 5.6292
100 C -1.7321 -3.0375 6.9550
101 C -1.2841 -1.8661 7.6689
102 O -1.3783 -1.7655 8.8909
103 C -0.9071 -0.6949 6.8408
104 C -1.0208 -0.6477 5.5168
105 H -2.4234 -3.8492 5.0752
106 H -2.0508 -3.9182 7.4294
107 H -0.7280 0.2470 7.3407
108 H -0.7745 0.2013 4.9108
109 O 5.1452 -2.5345 5.8930
110 C 4.3779 -1.6492 5.6496
111 C 3.6422 -1.4020 4.3458
112 C 2.9080 -0.3160 4.1299
113 C 2.6492 0.6797 5.2174
114 O 1.8538 1.5972 5.0712
115 C 3.3736 0.4666 6.5377
116 C 4.1275 -0.5907 6.7396
117 H 3.8196 -2.0194 3.4452
118 H 2.3354 -0.1707 3.2144
119 H 3.0197 1.1296 7.3913
120 H 4.6117 -0.6672 7.7040
121 O -2.8052 4.7622 -4.7718
122 C -3.0276 4.3349 -3.6454
123 C -1.9245 4.2907 -2.6783
124 C -2.0322 3.5877 -1.6104
125 C -3.2779 2.8469 -1.2670
126 O -3.2901 1.9481 -0.4518
127 C -4.5075 3.0853 -2.1664
128 C -4.3551 3.8376 -3.2288
129 H -0.9920 4.7341 -3.0645
130 H -1.1115 3.3547 -1.0576
131 H -5.3265 2.4516 -1.8785
132 H -5.1151 3.9246 -3.9787

Cartesian forces, eV/Å:
O 0.3 -0.3 1.8
C 0.7 -1.8 -0.9
C -1.4 0.7 -1.8
C 0.5 -0.2 -1.0
C -0.9 1.5 -1.2
O 0.3 0.6 0.6
C 1.0 -0.9 1.2
C -0.6 1.7 1.0
H 0.5 0.4 1.1
H -0.3 -0.4 0.2
H -0.5 -0.5 -1.0
H 0.1 -0.8 0.1
O 0.3 -1.0 -1.7
C 0.6 -0.3 1.9
C 0.9 0.1 -0.5
C -1.0 0.7 1.2
C 1.5 -1.4 -1.0
O 0.3 0.1 0.2
C -0.2 0.1 0.7
C -0.3 0.6 -1.7
H -1.0 0.3 0.3
H 0.0 0.1 -0.4
H -1.5 0.6 0.1
H 0.4 0.1 1.0
O -0.1 0.0 -0.5
C 0.8 -0.1 1.1
C -2.2 0.3 -1.0
C 0.3 0.5 0.4
C 1.7 -1.0 -0.5
O 0.7 0.4 0.3
C -1.3 0.0 1.5
C -0.5 0.4 -0.8
H 0.3 -0.5 -0.8
H -0.3 0.0 0.5
H 0.2 0.1 -0.5
H 0.2 -0.2 0.3
O -0.2 -0.6 1.6
C -0.2 -0.6 -1.6
C -1.3 -0.3 0.5
C 1.6 -0.2 0.4
C 1.4 0.9 -1.1
O -0.5 0.4 0.2
C 0.8 -1.2 0.8
C 2.5 -0.8 -0.8
H -0.2 0.4 0.1
H -1.3 0.1 -0.1
H -0.8 0.1 0.1
H -1.5 1.8 -0.1
O -0.6 -0.2 0.8
C 0.8 1.3 -1.2
C 0.4 -0.1 -0.3
C 0.2 0.0 -1.5
C 1.5 -1.6 -0.6
O -1.6 1.7 1.0
C 1.0 -0.3 -2.7
C -0.7 -0.3 0.7
H -0.8 0.0 1.4
H -0.2 0.1 0.1
H -0.2 -0.3 1.6
H 0.0 -0.2 0.3
O -0.9 0.6 0.0
C 0.9 -1.5 -0.2
C 0.4 0.0 0.1
C 0.8 0.9 1.5
C -0.4 0.3 -2.1
O 0.1 -0.3 0.4
C -0.9 -1.2 -0.7
C 0.7 1.0 1.0
H 0.1 0.0 0.0
H -0.5 0.0 0.2
H -0.1 -0.2 0.0
H 0.1 0.4 0.1
O 0.0 -0.7 0.5
C 1.0 1.3 -0.4
C -0.4 -1.1 0.1
C 0.1 1.5 0.9
C 1.0 -1.8 0.3
O -0.9 2.0 -0.6
C -0.1 -2.8 0.6
C -1.2 1.4 -1.5
H 0.2 0.0 0.1
H 0.0 -0.2 -0.4
H 0.3 0.5 -0.1
H 0.0 -0.2 0.5
O 0.1 0.1 0.0
C 1.3 -0.7 1.1
C 0.4 -0.8 -1.4
C -1.3 0.8 -0.3
C 0.3 0.7 1.5
O 0.8 -0.4 -0.4
C 1.2 -1.0 -2.0
C -1.6 0.3 0.1
H -1.5 1.0 0.6
H 0.0 -0.2 0.4
H 0.0 0.1 0.2
H 0.6 0.2 0.3
O 0.4 0.1 1.2
C -0.8 -0.1 -0.7
C 1.1 1.9 0.0
C -0.7 -1.1 -2.1
C -0.2 1.1 1.5
O 0.4 -0.2 -1.3
C -0.3 1.0 -0.1
C 0.0 -1.8 -0.3
H 0.0 -0.4 0.0
H -0.2 -0.7 1.4
H 0.4 -0.2 0.4
H 0.0 0.4 -0.1
O 0.1 -0.8 -0.5
C -0.5 1.9 0.7
C 0.9 -0.5 -0.8
C -0.7 0.4 0.8
C -0.1 0.2 0.5
O 0.6 -0.6 0.1
C -2.2 1.3 0.1
C 0.5 -0.6 -0.6
H 0.0 -0.3 1.0
H 0.3 0.1 0.0
H 0.9 -0.6 -1.3
H 0.1 -0.7 -0.1
O -0.5 -0.5 0.5
C 0.1 1.2 -0.6
C 0.6 1.5 -2.9
C 0.8 -2.0 2.9
C -0.7 -0.2 -1.3
O -0.1 0.6 0.0
C 1.8 -0.7 2.1
C 0.0 -0.1 -1.3
H -0.4 -0.3 0.5
H -0.6 0.2 0.3
H -0.6 0.2 -0.1
H -0.4 0.2 -0.2

---

E: -12519.3238; -11526.6735; -114185.7785 (eV)
Molar mass: 199.89; 96.04; 1189.06 (g/mol)